Entry 1:
Molecular formula: C36H105N9O12
Method: DFT, wB97M-V/def2-TZVPD

The net charge is 0. The calculation puts the energy relative to the best compared isomer or geometry (same formula, charge and spin) at 72.57 kcal/mol. For the orbital gap, the calculation gives 9.45 eV. Its structure (SMILES) is COC[C@H](C)N.COC[C@H](C)N.COC[C@H](C)N.COC[C@H](C)N.COC[C@H](C)N.COC[C@H](C)N.COC[C@H](C)N.COC[C@H](C)N.COC[C@H](C)N.O.O.O. The calculation puts the total energy at -2830.02892 hartree. The calculation puts the LUMO energy at 0.01961 Eh.

CARTESIAN COORDINATES (ANGSTROEM)
C -0.70 -0.80 1.85
O 0.65 -0.86 1.45
C 0.81 -0.39 0.13
C 2.28 -0.60 -0.35
C 2.84 -2.02 -0.28
N 3.14 0.24 0.54
H -1.17 0.14 1.53
H -0.81 -0.76 2.93
H -1.28 -1.60 1.39
H 0.13 -0.88 -0.57
H 0.64 0.69 0.09
H 2.34 -0.23 -1.38
H 3.81 -2.07 -0.78
H 2.22 -2.76 -0.80
H 2.98 -2.39 0.74
H 2.59 1.08 0.71
H 2.93 -0.25 1.42
C 2.43 -5.25 -8.11
O 1.39 -4.70 -7.31
C 1.68 -4.80 -5.94
C 2.78 -3.81 -5.46
C 3.19 -3.76 -4.00
N 2.58 -2.45 -5.95
H 2.59 -6.31 -7.85
H 3.42 -4.80 -8.04
H 2.06 -5.29 -9.13
H 0.74 -4.51 -5.46
H 1.86 -5.84 -5.66
H 3.63 -4.27 -5.98
H 4.10 -3.20 -3.79
H 3.27 -4.77 -3.59
H 2.38 -3.31 -3.43
H 2.39 -2.52 -6.95
H 1.67 -2.16 -5.58
C -5.68 3.31 -2.48
O -5.08 3.52 -1.22
C -5.10 2.33 -0.41
C -3.96 1.36 -0.74
C -3.94 0.02 -0.07
N -2.70 2.11 -0.83
H -6.69 3.72 -2.47
H -5.57 2.31 -2.90
H -5.25 3.96 -3.25
H -5.07 2.64 0.63
H -6.02 1.75 -0.58
H -4.08 1.24 -1.83
H -3.08 -0.51 -0.47
H -4.85 -0.57 -0.17
H -3.89 0.15 1.02
H -2.61 2.52 0.10
H -2.97 2.88 -1.43
C 2.89 3.11 -1.89
O 1.69 3.64 -1.37
C 0.80 4.16 -2.35
C 0.14 5.43 -1.78
C -1.04 5.86 -2.67
N 1.09 6.53 -1.93
H 3.30 3.85 -2.59
H 2.69 2.22 -2.49
H 3.62 2.90 -1.12
H 1.33 4.40 -3.28
H 0.03 3.43 -2.63
H -0.22 5.23 -0.77
H -1.50 6.80 -2.38
H -1.87 5.15 -2.55
H -0.82 5.76 -3.73
H 1.99 6.30 -1.51
H 1.18 6.73 -2.91
C 1.72 3.20 1.73
O 0.92 2.92 2.87
C 1.61 1.92 3.61
C 1.09 1.69 5.02
C 1.64 0.51 5.79
N -0.42 1.52 5.02
H 1.97 2.35 1.09
H 2.68 3.63 2.05
H 1.29 3.91 1.04
H 1.56 0.94 3.12
H 2.64 2.28 3.72
H 1.28 2.63 5.55
H 1.42 0.73 6.83
H 2.72 0.35 5.66
H 1.13 -0.42 5.56
H -0.84 2.02 5.80
H -0.62 2.22 4.30
C -1.65 -2.18 5.52
O -2.09 -3.01 6.55
C -3.35 -2.70 7.08
C -3.63 -3.72 8.19
C -5.05 -3.58 8.73
N -2.72 -3.61 9.34
H -2.02 -1.16 5.43
H -1.83 -2.65 4.54
H -0.57 -2.01 5.50
H -3.43 -1.67 7.42
H -4.14 -2.85 6.33
H -3.42 -4.71 7.77
H -5.78 -3.75 7.94
H -5.14 -2.61 9.22
H -5.23 -4.34 9.49
H -1.81 -3.93 9.00
H -2.97 -4.32 10.02
C -6.03 -5.23 -1.12
O -4.76 -5.13 -0.51
C -3.81 -4.57 -1.38
C -2.41 -4.57 -0.75
C -1.34 -4.17 -1.79
N -1.99 -5.87 -0.24
H -6.04 -5.93 -1.96
H -6.32 -4.23 -1.48
H -6.82 -5.51 -0.44
H -3.72 -5.18 -2.29
H -4.08 -3.53 -1.62
H -2.36 -3.83 0.05
H -1.60 -3.12 -1.95
H -1.38 -4.76 -2.70
H -0.30 -4.15 -1.46
H -2.43 -6.21 0.60
H -2.10 -6.61 -0.93
C 7.36 -1.77 -5.31
O 6.66 -0.63 -5.81
C 6.81 0.50 -4.97
C 6.24 0.40 -3.56
C 4.81 -0.11 -3.63
N 6.24 1.79 -3.03
H 8.34 -1.73 -5.80
H 6.91 -2.74 -5.54
H 7.55 -1.70 -4.24
H 7.87 0.77 -4.91
H 6.29 1.31 -5.49
H 6.90 -0.17 -2.90
H 4.23 0.69 -4.11
H 4.44 -0.37 -2.64
H 4.74 -1.01 -4.23
H 7.11 2.30 -3.06
H 6.08 1.60 -2.04
C -4.41 6.04 5.32
O -3.82 4.95 4.65
C -3.41 5.29 3.35
C -3.34 4.07 2.40
C -2.28 3.05 2.79
N -3.16 4.52 1.01
H -3.66 6.84 5.40
H -4.56 5.82 6.38
H -5.31 6.41 4.83
H -4.03 6.06 2.88
H -2.36 5.62 3.37
H -4.27 3.49 2.33
H -1.86 3.20 3.78
H -1.45 3.01 2.09
H -2.66 2.02 2.75
H -3.85 5.24 0.84
H -2.23 4.90 0.88
O 6.90 -2.75 -1.56
H 7.67 -2.51 -2.09
H 6.57 -1.92 -1.20
O -1.32 0.16 -2.41
H -0.44 0.50 -2.21
H -1.90 0.61 -1.75
O 5.84 -0.12 -0.52
H 4.87 -0.05 -0.49
H 6.14 0.43 0.21

Löwdin atomic charge list, values in e, 5 entries: -0.087 -0.180 -0.205 -0.377 -0.040

Entry 2:
Molecular formula: C36H108O18S18
Method: DFT, wB97M-V/def2-TZVPD

The net charge is 0. The calculation puts the energy relative to the best compared isomer or geometry (same formula, charge and spin) at 57.23 kcal/mol. For the orbital gap, the calculation gives 7.68 eV. The calculation puts the total energy at -9957.40883 hartree. The calculation puts the LUMO energy at -0.01650 Eh.

CARTESIAN COORDINATES (ANGSTROEM)
C 1.36 -6.60 -2.78
S 0.75 -8.13 -3.62
O 1.69 -9.18 -3.06
C -0.84 -8.29 -2.72
H 2.39 -6.39 -3.08
H 1.37 -6.74 -1.70
H 0.66 -5.78 -2.93
H -1.49 -9.10 -3.03
H -1.31 -7.30 -2.74
H -0.56 -8.47 -1.68
C 4.74 -2.64 3.25
S 5.25 -2.10 1.58
O 5.14 -3.42 0.83
C 3.80 -1.14 1.06
H 5.22 -3.56 3.57
H 3.68 -2.82 3.43
H 4.98 -1.84 3.96
H 3.58 -0.33 1.76
H 2.99 -1.87 1.09
H 3.91 -0.79 0.03
C 1.26 7.67 -3.60
S 2.27 6.28 -3.00
O 3.12 6.01 -4.22
C 3.34 7.34 -1.94
H 1.77 8.51 -4.06
H 0.67 8.02 -2.75
H 0.49 7.39 -4.32
H 4.08 6.71 -1.42
H 2.65 7.80 -1.23
H 3.88 8.09 -2.52
C -7.69 -1.40 5.10
S -7.24 -1.80 3.33
O -7.99 -0.69 2.52
C -5.49 -1.31 3.55
H -7.16 -2.07 5.78
H -8.76 -1.56 5.23
H -7.43 -0.40 5.46
H -5.36 -0.30 3.92
H -5.13 -1.32 2.52
H -4.93 -1.98 4.20
C -2.07 0.68 2.87
S -1.92 1.75 4.37
O -0.61 1.32 5.01
C -1.50 3.29 3.39
H -2.99 0.76 2.29
H -1.99 -0.37 3.16
H -1.29 0.97 2.16
H -1.38 4.07 4.14
H -2.43 3.48 2.85
H -0.67 3.11 2.70
C -2.99 -4.19 0.68
S -2.64 -5.66 -0.41
O -1.13 -5.66 -0.61
C -2.98 -6.96 0.84
H -3.81 -4.34 1.39
H -3.13 -3.33 0.03
H -2.12 -3.93 1.29
H -2.28 -7.78 0.69
H -4.02 -7.24 0.69
H -2.90 -6.55 1.85
C 2.07 4.73 4.57
S 3.67 3.93 4.24
O 4.41 3.67 5.57
C 3.07 2.31 3.61
H 2.28 5.65 5.12
H 1.42 4.09 5.17
H 1.65 5.11 3.65
H 3.88 1.75 3.15
H 2.32 2.58 2.87
H 2.67 1.67 4.40
C 0.92 -8.43 1.08
S 1.94 -7.39 2.22
O 3.34 -7.89 2.00
C 1.86 -5.76 1.28
H 0.97 -9.49 1.33
H 1.25 -8.26 0.06
H -0.11 -8.14 1.25
H 2.46 -5.00 1.77
H 0.84 -5.39 1.20
H 2.15 -5.90 0.24
C 0.22 -2.67 5.43
S -1.16 -2.79 4.20
O -0.56 -2.41 2.88
C -1.14 -4.59 4.14
H 0.48 -1.61 5.47
H 1.04 -3.28 5.06
H -0.08 -3.02 6.41
H -0.11 -4.88 3.96
H -1.82 -4.87 3.33
H -1.52 -5.13 5.01
C -2.81 1.93 -2.67
S -3.87 2.43 -1.22
O -2.84 2.21 -0.10
C -3.99 4.24 -1.44
H -2.52 0.88 -2.63
H -1.92 2.55 -2.71
H -3.40 1.96 -3.59
H -3.14 4.80 -1.04
H -4.98 4.53 -1.10
H -3.95 4.55 -2.48
C 2.80 2.56 -3.36
S 4.21 1.83 -4.33
O 3.72 1.62 -5.75
C 5.34 3.26 -4.49
H 2.06 1.76 -3.32
H 2.31 3.33 -3.95
H 2.94 3.01 -2.37
H 4.76 4.06 -4.97
H 6.25 3.04 -5.05
H 5.68 3.68 -3.54
C -4.15 -3.10 -3.31
S -2.63 -2.38 -4.09
O -2.19 -1.31 -3.10
C -1.49 -3.80 -3.80
H -4.93 -2.33 -3.37
H -3.89 -3.24 -2.26
H -4.43 -4.07 -3.70
H -1.87 -4.65 -4.38
H -1.42 -4.06 -2.74
H -0.51 -3.62 -4.24
C -0.10 4.94 -0.19
S -0.34 6.74 -0.55
O -1.65 6.79 -1.35
C -0.68 7.14 1.26
H -1.06 4.55 0.14
H 0.65 4.74 0.57
H 0.15 4.47 -1.14
H -1.62 6.63 1.46
H -0.89 8.21 1.35
H 0.22 6.80 1.78
C -0.16 -0.41 -5.13
S 0.76 0.53 -6.43
O 0.16 0.01 -7.73
C -0.12 2.12 -6.03
H 0.22 -0.06 -4.17
H 0.38 -1.36 -5.14
H -1.24 -0.49 -5.24
H -1.18 2.01 -5.79
H 0.02 2.75 -6.91
H 0.36 2.56 -5.16
C -5.46 2.85 1.94
S -5.33 3.15 3.78
O -4.85 4.63 4.01
C -7.15 3.35 4.17
H -6.22 3.56 1.59
H -5.82 1.83 1.80
H -4.50 3.09 1.48
H -7.71 2.42 4.06
H -7.61 4.11 3.54
H -7.39 3.65 5.19
C 5.66 3.99 -0.71
S 4.98 4.61 0.89
O 3.55 4.02 0.94
C 6.01 3.70 2.06
H 5.43 2.93 -0.82
H 6.74 4.01 -0.77
H 5.24 4.49 -1.58
H 6.06 2.61 2.06
H 6.02 4.13 3.07
H 7.02 3.81 1.66
C 3.98 -1.51 -4.07
S 2.41 -2.34 -3.61
O 1.95 -3.38 -4.62
C 2.97 -3.16 -2.02
H 4.40 -0.98 -3.22
H 3.89 -1.07 -5.06
H 4.65 -2.34 -4.28
H 2.09 -3.37 -1.40
H 3.69 -2.63 -1.40
H 3.26 -4.17 -2.31
C 0.64 1.54 -0.03
S 0.53 0.26 -1.33
O 1.86 -0.44 -1.24
C -0.71 -0.73 -0.41
H 1.01 1.09 0.89
H -0.30 2.06 0.12
H 1.44 2.21 -0.33
H -0.37 -0.66 0.62
H -0.57 -1.79 -0.63
H -1.73 -0.35 -0.40

Löwdin atomic charge list, values in e, 5 entries: -0.238 0.851 -0.581 -0.261 0.054

Entry 3:
Molecular formula: C36H24AsCl2MoN4O2S
Method: DFT, wB97M-V/def2-TZVPD

The net charge is +3. For the orbital gap (alpha / beta), the calculation gives 5.29 / 5.26 eV. The calculation puts the total energy at -5377.15270 hartree. The calculation puts the LUMO energy (alpha / beta) at -0.39707 / -0.39670 Eh.

CARTESIAN COORDINATES (ANGSTROEM)
Mo 0.09 0.71 -0.11
Cl -2.59 0.08 -6.45
C -2.38 0.42 -4.79
C -1.15 0.14 -4.22
C -0.97 0.42 -2.87
N 0.19 0.36 -2.07
C 1.45 0.12 -2.67
O 1.63 -0.08 -3.83
C 2.58 0.21 -1.68
C 3.88 0.11 -2.11
C 4.90 0.25 -1.18
C 4.56 0.48 0.15
C 3.24 0.57 0.50
N 2.23 0.43 -0.39
C -2.03 0.93 -2.13
C -3.24 1.28 -2.71
C -3.42 1.01 -4.05
Cl -4.91 1.41 -4.78
N -1.65 1.02 -0.79
C -2.91 0.67 1.43
O -4.10 0.76 2.13
C -1.87 0.04 2.36
C -1.73 0.91 3.64
C -1.25 -0.01 4.69
C -0.25 0.85 3.93
C 0.35 0.34 2.70
N -0.48 0.03 1.76
H -0.36 -0.27 -4.83
H 4.06 -0.06 -3.16
H 5.93 0.18 -1.48
H 5.32 0.61 0.91
H 2.97 0.77 1.53
H -4.03 1.76 -2.15
H -2.34 1.79 3.81
H -1.34 0.26 5.73
H 0.28 1.60 4.49
H 1.42 0.25 2.56
S -2.18 2.06 0.43
C -4.15 0.05 0.84
C -5.10 0.90 0.07
C -6.25 0.41 -0.40
C -6.52 -0.99 -0.23
C -5.57 -1.88 0.25
C -4.34 -1.44 0.71
As -2.84 -2.60 0.35
C -3.58 -4.36 0.31
C -3.89 -5.05 1.48
C -4.45 -6.31 1.38
C -4.69 -6.88 0.13
C -4.37 -6.18 -1.03
C -3.81 -4.92 -0.95
C -1.80 -2.47 1.96
C -2.17 -1.37 2.90
C -1.48 -1.46 4.29
C -0.26 -2.33 4.35
C 0.05 -3.19 3.39
C -0.79 -3.31 2.18
H -4.94 1.97 0.11
H -7.00 1.05 -0.84
H -7.49 -1.37 -0.52
H -5.77 -2.94 0.19
H -3.69 -4.62 2.45
H -4.70 -6.86 2.28
H -5.13 -7.86 0.06
H -4.55 -6.63 -2.00
H -3.55 -4.38 -1.85
H -3.25 -1.41 3.07
H -2.20 -1.85 5.01
H 0.33 -2.29 5.26
H 0.90 -3.86 3.49
H -0.56 -4.10 1.47

Löwdin atomic charge list, values in e, 5 entries: 1.621 0.804 -0.645 0.001 -0.192